Record 1
ORCA calculation (wB97M-V/def2-TZVPD) on a cluster of 2 separate species, C18H38Cl4O2P in total.

Computed properties:
- LUMO level (eV) = 1.9
- charge = -1
- 2S+1 = 1
- HOMO level (eV) = -3.982

Element x y z (Å)
C  -0.173  2.905  2.635
C  1.305  2.857  3.022
C  2.260  3.290  1.901
C  2.728  2.146  0.996
C  1.615  1.594  0.082
C  2.127  1.136  -1.283
C  3.234  0.065  -1.264
C  3.062  -1.129  -0.316
C  2.306  -2.320  -0.923
C  0.909  -2.027  -1.461
C  -0.184  -1.651  -0.440
C  -0.058  -2.261  0.953
C  -0.964  -1.572  1.986
C  -2.471  -1.595  1.672
C  -3.225  -0.359  2.196
P  -3.933  0.930  0.978
O  -2.365  1.015  0.146
C  -2.595  0.926  -1.228
C  -3.697  -0.143  -1.434
O  -4.387  -0.312  -0.236
H  -0.814  2.763  3.507
H  -0.451  2.136  1.912
H  -0.430  3.870  2.192
H  1.560  1.839  3.336
H  1.461  3.501  3.892
H  3.136  3.787  2.331
H  1.757  4.044  1.285
H  3.577  2.485  0.396
H  3.084  1.338  1.643
H  0.866  2.373  -0.080
H  1.102  0.779  0.593
H  2.534  2.022  -1.785
H  1.283  0.808  -1.894
H  3.333  -0.344  -2.278
H  4.184  0.564  -1.057
H  2.596  -0.826  0.624
H  4.061  -1.492  -0.052
H  2.258  -3.119  -0.177
H  2.917  -2.707  -1.748
H  0.998  -1.222  -2.196
H  0.577  -2.900  -2.031
H  -0.284  -0.568  -0.367
H  -1.136  -1.988  -0.853
H  0.968  -2.209  1.325
H  -0.341  -3.321  0.902
H  -0.629  -0.539  2.123
H  -0.790  -2.078  2.944
H  -2.639  -1.714  0.605
H  -2.899  -2.487  2.146
H  -2.545  0.202  2.845
H  -4.067  -0.666  2.823
H  -4.419  1.943  0.046
H  -3.604  1.997  1.913
H  -5.258  0.819  1.556
H  -1.668  0.629  -1.734
H  -2.895  1.895  -1.652
H  -3.225  -1.095  -1.726
H  -4.367  0.181  -2.244
C  0.938  -2.839  -5.407
Cl  -0.713  -2.790  -4.798
Cl  1.875  -4.023  -4.489
Cl  0.929  -3.300  -7.117
Cl  1.681  -1.245  -5.233

Record 2
ORCA calculation (wB97M-V/def2-TZVPD) on a structure of composition C18H38ClN2O2 at a distorted geometry.

Computed properties:
- LUMO level (eV) = 2.8
- energy above the lowest of the compared OMol25 structures with the same formula, charge and spin (kcal per mole) = 198.6
- charge = -1
- 2S+1 = 1
- HOMO level (eV) = -3.878

Element x y z (Å)
Cl  -9.862  10.801  -20.785
C  -9.084  8.586  -25.656
C  -10.397  9.068  -24.925
C  -11.585  8.277  -25.500
C  -11.734  6.856  -24.926
C  -11.945  6.955  -23.435
C  -10.812  7.684  -22.737
N  -10.452  8.952  -23.424
O  -9.397  9.736  -22.811
C  -11.192  7.929  -21.257
C  -9.592  6.695  -22.812
C  -10.705  10.532  -25.252
H  -8.711  7.617  -25.323
H  -8.369  9.354  -25.363
H  -9.271  8.740  -26.719
H  -12.510  8.838  -25.373
H  -11.597  8.106  -26.576
H  -10.897  6.201  -25.164
H  -12.561  6.309  -25.378
H  -12.078  5.963  -23.003
H  -12.897  7.461  -23.278
H  -12.092  8.535  -21.148
H  -11.370  6.989  -20.735
H  -10.439  8.513  -20.727
H  -9.952  5.722  -22.477
H  -9.230  6.494  -23.820
H  -8.727  7.000  -22.223
H  -9.947  11.283  -25.030
H  -11.647  10.928  -24.872
H  -10.926  10.564  -26.319
H  -9.915  10.363  -22.302
C  -14.750  12.641  -23.925
C  -15.390  11.337  -23.276
C  -15.203  10.185  -24.265
C  -13.727  9.743  -24.359
C  -13.143  9.300  -22.979
C  -13.472  10.354  -21.844
N  -14.806  10.920  -21.945
O  -14.998  11.961  -21.000
C  -13.333  9.566  -20.556
C  -12.241  11.335  -21.921
C  -16.928  11.585  -23.179
H  -13.745  12.320  -24.197
H  -14.597  13.540  -23.328
H  -15.277  13.055  -24.784
H  -15.844  9.366  -23.941
H  -15.534  10.390  -25.284
H  -13.061  10.433  -24.876
H  -13.680  8.828  -24.950
H  -12.082  9.195  -23.202
H  -13.512  8.317  -22.688
H  -14.039  8.736  -20.508
H  -12.344  9.148  -20.370
H  -13.585  10.313  -19.804
H  -12.033  11.680  -22.934
H  -12.281  12.194  -21.251
H  -11.311  10.900  -21.554
H  -17.358  10.756  -22.618
H  -17.437  11.620  -24.143
H  -17.120  12.520  -22.653
H  -15.778  11.671  -20.520

Record 3
ORCA calculation (wB97M-V/def2-TZVPD) on a structure of composition C18H38GeMnN9O3S4Si3.

Computed properties:
- LUMO level (alpha / beta) (eV) = 4.2 / 3.3
- energy above the lowest of the compared OMol25 structures with the same formula, charge and spin (kcal per mole) = 19.5
- charge = -2
- 2S+1 = 5
- HOMO level (alpha / beta) (eV) = -2.435 / -2.528

Element x y z (Å)
Mn  -0.550  1.187  -0.770
O  0.311  4.284  7.021
C  0.571  4.080  5.858
S  -0.002  5.079  4.525
C  0.787  4.233  3.185
C  1.533  3.093  3.558
S  2.347  2.037  2.554
S  1.584  2.755  5.290
S  0.606  4.862  1.656
N  -3.720  2.432  -1.283
C  -3.611  1.172  -0.742
N  -4.648  0.512  -0.253
N  -4.104  -0.641  0.208
N  -2.840  -0.658  0.008
N  -2.468  0.494  -0.608
C  -2.692  3.082  -1.933
N  -2.883  4.155  -2.680
N  -1.638  4.481  -3.095
N  -0.773  3.664  -2.623
N  -1.408  2.732  -1.858
H  -4.651  2.748  -1.491
C  1.928  3.139  -1.353
O  1.331  2.095  -0.582
H  2.989  3.194  -1.103
H  1.435  4.090  -1.165
H  1.800  2.881  -2.400
H  1.445  2.306  0.374
C  -2.071  0.808  3.077
C  -1.746  1.910  2.112
C  -2.635  3.118  2.084
O  -0.808  1.807  1.346
H  -2.312  1.206  4.064
H  -1.248  0.101  3.129
H  -2.956  0.293  2.691
H  -2.519  3.667  3.023
H  -3.677  2.802  2.005
H  -2.364  3.764  1.252
C  -1.727  -3.315  1.344
Si  0.059  -2.790  1.046
C  0.713  -2.154  2.715
C  0.988  -4.417  0.716
Ge  0.437  -1.143  -0.626
Si  2.815  -1.364  -0.833
C  3.505  -2.943  -1.637
C  3.587  0.036  -1.848
C  3.656  -1.311  0.864
Si  -0.342  -2.089  -2.681
C  -0.121  -0.790  -4.045
C  -2.183  -2.508  -2.657
C  0.522  -3.640  -3.362
H  -1.731  -4.165  2.035
H  -2.226  -3.610  0.421
H  -2.324  -2.507  1.764
H  0.073  -2.491  3.536
H  0.762  -1.063  2.747
H  1.724  -2.520  2.906
H  0.627  -5.191  1.400
H  2.063  -4.305  0.869
H  0.835  -4.771  -0.305
H  3.402  -2.913  -2.723
H  3.023  -3.854  -1.282
H  4.573  -3.007  -1.405
H  2.952  0.336  -2.683
H  4.557  -0.279  -2.248
H  3.740  0.917  -1.227
H  3.592  -2.285  1.355
H  3.212  -0.575  1.533
H  4.716  -1.065  0.746
H  -0.467  0.200  -3.730
H  -0.681  -1.059  -4.946
H  0.933  -0.694  -4.319
H  -2.786  -1.600  -2.610
H  -2.467  -3.113  -1.796
H  -2.443  -3.053  -3.570
H  1.499  -3.393  -3.780
H  -0.089  -4.069  -4.161
H  0.677  -4.409  -2.605

Record 4
ORCA calculation (wB97M-V/def2-TZVPD) on a structure of composition C18H38N3O13 at a distorted geometry.

Computed properties:
- LUMO level (eV) = 2.7
- energy above the lowest of the compared OMol25 structures with the same formula, charge and spin (kcal per mole) = 685.6
- charge = -1
- 2S+1 = 1
- HOMO level (eV) = -4.027

Element x y z (Å)
N  0.118  0.352  0.557
O  0.669  0.739  1.528
O  0.026  -0.850  0.294
O  -0.640  1.111  0.057
C  -3.352  -0.118  0.942
O  -2.961  0.868  0.030
C  -2.724  0.360  -1.284
C  -2.010  1.442  -2.139
N  -0.639  1.748  -1.649
C  0.155  2.318  -2.725
C  -0.228  3.811  -3.047
O  -0.085  4.618  -1.883
C  -0.217  5.998  -2.251
H  -3.615  0.358  1.887
H  -2.492  -0.767  1.113
H  -4.227  -0.675  0.607
H  -3.672  0.119  -1.765
H  -2.049  -0.489  -1.173
H  -2.606  2.334  -2.332
H  -1.996  0.830  -3.040
H  -0.294  0.824  -1.433
H  -0.003  1.727  -3.627
H  1.218  2.191  -2.523
H  -1.261  3.823  -3.397
H  0.483  4.219  -3.765
H  0.792  6.218  -2.600
H  -0.431  6.468  -1.291
H  -1.071  5.981  -2.927
C  -0.973  -2.226  6.205
O  -0.534  -1.277  5.204
C  -0.509  -1.768  3.874
C  0.035  -0.771  2.923
N  1.315  -0.268  3.304
C  2.456  -1.137  2.849
C  2.734  -1.035  1.265
O  3.137  0.286  1.007
C  3.520  0.515  -0.340
H  -0.634  -1.946  7.202
H  -0.449  -3.181  6.254
H  -2.051  -2.339  6.320
H  -1.489  -2.030  3.474
H  0.124  -2.655  3.900
H  -0.751  -0.030  2.777
H  0.033  -1.178  1.912
H  1.135  -0.199  4.295
H  2.242  -2.150  3.189
H  3.441  -0.970  3.285
H  1.927  -1.326  0.593
H  3.613  -1.594  0.944
H  2.895  0.036  -1.094
H  4.570  0.391  -0.603
H  3.376  1.584  -0.501
C  -0.272  -2.021  -0.798
C  -1.470  -1.902  0.138
O  -2.279  -2.961  -0.248
C  -1.735  -3.695  -1.222
O  -2.230  -4.572  -1.955
O  -0.491  -3.278  -1.432
H  0.565  -1.979  -0.102
H  -0.339  -1.164  -1.469
H  -2.028  -0.990  0.349
H  -1.126  -2.124  1.148
C  1.297  -1.274  -3.032
C  1.716  -1.090  -1.549
O  1.926  0.293  -1.556
C  1.666  0.897  -2.815
O  1.900  2.019  -3.215
O  1.023  -0.018  -3.484
H  0.292  -1.689  -2.965
H  1.944  -1.713  -3.792
H  2.666  -1.623  -1.529
H  0.921  -1.408  -0.875

Record 5
ORCA calculation (wB97M-V/def2-TZVPD) on a structure of composition C18H38N4Si2Ti at a distorted geometry.

Computed properties:
- LUMO level (alpha / beta) (eV) = -10.2 / -9.8
- charge = +3
- 2S+1 = 2
- HOMO level (alpha / beta) (eV) = -17.783 / -18.201

Element x y z (Å)
Ti  -0.098  -0.170  -1.168
N  1.155  1.997  0.479
C  1.688  2.922  -0.593
C  0.569  3.525  -1.442
C  0.045  2.649  -2.581
N  -0.872  1.564  -2.074
C  1.187  2.057  -3.411
C  2.271  1.364  -2.583
N  1.790  0.027  -2.076
C  2.768  2.255  -1.444
H  0.484  2.486  1.082
H  1.914  1.660  1.081
H  0.658  1.138  0.177
H  2.156  3.732  -0.033
H  0.986  4.420  -1.907
H  -0.254  3.881  -0.814
H  -0.538  3.298  -3.237
H  -1.344  1.177  -2.897
H  -1.625  2.018  -1.554
H  1.657  2.872  -3.963
H  0.792  1.376  -4.172
H  3.123  1.184  -3.240
H  2.560  -0.399  -1.557
H  1.690  -0.575  -2.900
H  3.335  3.064  -1.909
H  3.489  1.720  -0.817
C  -3.263  0.214  0.381
Si  -1.907  0.131  1.709
C  -2.513  -0.715  3.259
C  -1.423  1.920  2.141
C  -0.450  -0.779  0.784
C  -1.109  -1.922  0.045
C  -1.744  -3.021  0.613
C  -2.302  -3.988  -0.207
C  -2.228  -3.861  -1.597
C  -1.594  -2.762  -2.118
N  -1.051  -1.822  -1.314
Si  1.066  -1.586  1.709
C  0.635  -2.537  3.256
C  2.372  -0.272  2.145
C  1.819  -2.717  0.381
H  -4.038  0.931  0.657
H  -3.759  -0.756  0.290
H  -2.910  0.480  -0.623
H  -3.317  -0.120  3.699
H  -1.728  -0.799  4.012
H  -2.920  -1.710  3.076
H  -2.228  2.295  2.780
H  -1.401  2.615  1.293
H  -0.518  2.001  2.752
H  -1.793  -3.104  1.689
H  -2.796  -4.844  0.236
H  -2.657  -4.604  -2.254
H  -1.509  -2.616  -3.187
H  0.167  -1.903  4.010
H  1.552  -2.936  3.698
H  -0.021  -3.388  3.071
H  1.988  0.551  2.756
H  2.964  0.095  1.298
H  3.098  -0.782  2.785
H  1.228  -3.631  0.288
H  2.827  -3.030  0.659
H  1.875  -2.276  -0.621

Record 6
ORCA calculation (wB97M-V/def2-TZVPD) on a structure of composition C18H39As2N6O2Pd.

Computed properties:
- LUMO level (alpha / beta) (eV) = -7.4 / -9.1
- energy above the lowest of the compared OMol25 structures with the same formula, charge and spin (kcal per mole) = 8.3
- charge = +3
- 2S+1 = 3
- HOMO level (alpha / beta) (eV) = -14.687 / -16.148

Element x y z (Å)
Pd  -0.484  -0.576  0.947
C  -3.728  -0.919  -1.624
As  -2.105  -1.508  -0.758
C  -0.951  -1.861  -2.277
C  -2.537  -3.277  -0.097
C  -3.641  -3.966  -0.593
C  -3.947  -5.236  -0.124
C  -3.149  -5.829  0.843
C  -2.041  -5.154  1.336
C  -1.732  -3.878  0.875
As  -0.144  -2.970  1.508
C  0.145  -3.677  3.279
C  1.265  -3.813  0.455
H  -3.891  -1.535  -2.507
H  -3.604  0.117  -1.937
H  -4.577  -1.008  -0.951
H  -1.384  -2.662  -2.873
H  0.040  -2.157  -1.937
H  -0.863  -0.956  -2.876
H  -4.270  -3.525  -1.356
H  -4.807  -5.761  -0.516
H  -3.385  -6.818  1.212
H  -1.422  -5.635  2.083
H  0.391  -4.734  3.210
H  -0.751  -3.542  3.882
H  0.975  -3.150  3.745
H  0.802  -4.509  -0.240
H  1.933  -4.356  1.121
H  1.842  -3.079  -0.104
N  1.781  0.139  1.474
C  2.022  1.531  1.041
C  3.334  1.733  0.265
C  4.463  2.448  1.021
C  5.344  3.240  0.057
N  4.636  4.426  -0.443
C  4.997  5.699  -0.328
N  6.131  6.061  0.270
N  4.201  6.648  -0.825
C  0.836  2.109  0.251
O  0.976  3.198  -0.276
O  -0.280  1.444  0.274
H  1.968  -0.005  2.457
H  2.358  -0.515  0.958
H  2.031  2.156  1.938
H  3.073  2.317  -0.615
H  3.697  0.769  -0.104
H  5.086  1.741  1.570
H  4.045  3.144  1.753
H  5.618  2.625  -0.802
H  6.273  3.539  0.534
H  3.738  4.256  -0.874
H  6.766  5.390  0.660
H  6.406  7.028  0.308
H  3.358  6.412  -1.321
H  4.465  7.618  -0.800
N  -5.334  2.047  2.282
C  -3.861  1.979  2.618
C  -3.139  0.901  1.801
N  -1.787  0.660  2.315
H  -5.783  2.836  2.756
H  -5.830  1.200  2.570
H  -5.491  2.172  1.278
H  -3.794  1.781  3.687
H  -3.453  2.968  2.421
H  -3.036  1.222  0.764
H  -3.699  -0.037  1.818
H  -1.797  0.397  3.295
H  -1.218  1.495  2.187

Record 7
ORCA calculation (wB97M-V/def2-TZVPD) on a structure of composition C18H39Br2Co2N5O8 at a distorted geometry.

Computed properties:
- LUMO level (alpha / beta) (eV) = -7.3 / -7.4
- charge = +2
- 2S+1 = 7
- HOMO level (alpha / beta) (eV) = -13.074 / -13.074

Element x y z (Å)
Co  -1.252  0.101  2.299
Co  1.975  -2.070  1.781
C  0.815  -0.067  0.796
O  2.104  -0.231  0.792
O  0.147  1.006  1.069
O  0.230  -1.130  1.370
C  2.338  -3.412  -0.989
O  1.881  -3.163  0.163
N  1.567  -3.486  -2.023
C  2.112  -3.925  -3.297
C  0.137  -3.253  -1.934
H  3.384  -3.564  -1.227
H  1.961  -3.125  -4.025
H  1.615  -4.819  -3.675
H  3.177  -4.131  -3.249
H  -0.287  -2.914  -2.872
H  -0.330  -4.216  -1.673
H  -0.120  -2.644  -1.069
C  -3.209  0.057  -0.369
O  -2.582  0.061  0.703
N  -4.526  0.056  -0.455
C  -5.170  -0.031  -1.757
C  -5.375  0.180  0.715
H  -2.717  0.129  -1.344
H  -4.563  0.420  -2.539
H  -6.177  0.369  -1.725
H  -5.276  -1.076  -2.068
H  -6.178  0.865  0.447
H  -5.755  -0.794  1.028
H  -4.921  0.627  1.597
C  -2.977  -2.413  3.224
O  -2.181  -1.471  3.157
N  -3.265  -3.226  2.222
C  -4.496  -4.029  2.229
C  -2.442  -3.327  1.027
H  -3.636  -2.589  4.077
H  -5.287  -3.531  1.673
H  -4.777  -4.230  3.261
H  -4.285  -4.993  1.770
H  -2.951  -2.871  0.171
H  -1.526  -2.758  1.151
H  -2.270  -4.372  0.780
C  4.672  -0.374  -1.522
O  4.892  -1.343  -2.233
N  4.809  0.891  -1.916
C  4.613  2.002  -1.033
C  5.141  1.259  -3.289
H  4.263  -0.418  -0.508
H  3.805  2.671  -1.361
H  5.520  2.601  -0.975
H  4.242  1.708  -0.053
H  5.422  0.423  -3.914
H  4.265  1.756  -3.716
H  5.932  2.008  -3.235
C  -0.150  3.228  -1.140
O  -0.363  3.038  -2.321
N  -0.827  4.129  -0.367
C  -0.756  3.972  1.056
C  -1.935  4.876  -0.919
H  0.617  2.682  -0.575
H  0.164  3.503  1.399
H  -1.609  3.475  1.541
H  -0.713  4.966  1.519
H  -2.876  4.313  -0.873
H  -2.045  5.823  -0.387
H  -1.792  5.144  -1.963
Br  4.231  3.728  5.120
C  3.614  3.486  3.299
C  3.519  2.034  2.949
Br  5.314  1.225  2.819
H  4.374  3.958  2.684
H  2.668  3.984  3.096
H  3.080  1.861  1.967
H  2.995  1.380  3.640